No. 1
Molecular formula: C20H29InOSi
Method: DFT, ωB97M-V with the def2-TZVPD basis set

Geometry as ORCA input:
```
! wB97M-V def2-TZVPD RIJCOSX def2/J DEFGRID3
* xyz -2 1
In 0.13852 -0.56696 0.12106
C 0.91396 2.42571 -0.16751
C 1.05426 1.60119 1.12539
C 2.16773 0.61994 0.66064
H 1.36511 2.16105 2.07145
C 2.31395 0.68980 -0.72194
C 1.45317 1.72038 -1.23701
H 1.25216 1.94387 -2.29234
H 0.15467 3.22809 -0.21368
H 2.86332 0.13557 1.36393
H 3.08477 0.21858 -1.33568
C -2.33402 -0.15438 -0.92429
C -1.62825 0.52651 -1.94348
C -0.77774 -0.40712 -2.59878
H -1.71891 1.59881 -2.18488
C -0.98057 -1.68671 -2.01457
C -1.92873 -1.53521 -0.94280
H -2.38207 -2.35355 -0.35503
H -3.07379 0.28868 -0.23824
H -0.13255 -0.20240 -3.47047
H -0.59726 -2.64321 -2.40697
O 1.49326 -2.04587 -0.11083
C 2.01807 -4.05690 -1.98479
C 2.06198 -4.20075 -0.53661
C 3.01546 -3.25560 -2.71108
C 1.06880 -4.87532 -2.74941
C 1.04413 -3.32869 0.19874
H 3.03913 -3.82970 -0.22988
H 1.92707 -5.24626 -0.26190
H 0.03079 -3.50146 -0.14383
H 1.04975 -3.47718 1.27190
H 3.94708 -3.82571 -2.88728
H 3.28228 -2.33927 -2.16859
H 2.64514 -2.96415 -3.70938
H 1.48027 -5.88359 -2.94020
H 0.84993 -4.42205 -3.72872
H 0.12868 -5.00188 -2.19359
C -2.03889 5.04252 1.62663
Si -1.97050 3.43543 2.66852
C -0.79374 3.80243 4.14399
C -3.68020 2.97133 3.29098
C -1.45716 1.92565 1.73940
C -0.52097 1.18946 1.37267
H -2.47035 5.89748 2.19300
H -2.67423 4.87781 0.73162
H -1.03772 5.36079 1.26428
H -1.17777 4.61054 4.80355
H -0.67651 2.89220 4.76801
H 0.22408 4.10290 3.81547
H -4.29180 2.75426 2.40134
H -3.56852 2.03425 3.85925
H -4.15526 3.74871 3.91194
*
```

Results
Energy relative to the best compared isomer or geometry (same formula, charge and spin) (kJ/mol): 49.0
E_LUMO (spin up / spin down) (eV): 4.77 / 4.82
M (g/mol): 428.35
Calculated total energy (eV): -36300.6271

No. 2
Molecular formula: C27H34N7O2PS6Ti
Method: DFT, ωB97M-V with the def2-TZVPD basis set

Geometry as ORCA input:
```
! wB97M-V def2-TZVPD RIJCOSX def2/J DEFGRID3
* xyz 0 1
Ti 0.97020 -0.14827 1.09376
C 4.66250 1.86542 2.27969
C 3.62995 1.09204 1.52802
N 2.55459 0.55409 2.13680
N 2.54449 0.68002 3.53013
C 3.12068 -0.29126 4.29615
N 2.64010 -0.31893 5.57250
S 4.30582 -1.32203 3.76913
C 3.64217 0.81206 0.17005
C 4.61953 1.25910 -0.77210
C 4.59262 0.81879 -2.05311
C 3.58004 -0.11317 -2.42468
C 2.62659 -0.46108 -1.52487
N 2.56029 0.02965 -0.24272
H 5.19129 1.20645 2.97107
H 5.38936 2.31364 1.60660
H 4.19501 2.65682 2.86881
H 1.64879 1.03927 3.84400
H 1.67739 -0.05056 5.71730
H 2.95201 -1.11041 6.10815
H 5.39548 1.93325 -0.43649
H 5.34021 1.14021 -2.76605
H 3.56667 -0.56058 -3.40944
H 1.84973 -1.16078 -1.79247
S -5.13517 -0.96647 4.75422
C -3.60769 -0.69876 4.21777
S -2.38653 -1.91996 4.10895
C -1.13032 -0.95027 3.36014
C -1.42817 0.35533 3.21163
S -0.30941 1.53982 2.57258
S -3.02239 0.85475 3.72633
S 0.36510 -1.71654 2.89742
C -1.68018 2.87901 -2.74644
N -1.94240 3.30245 -1.30112
C -1.13314 4.57264 -1.01949
N 0.24516 4.37743 -1.29721
C 0.42604 3.94824 -2.68193
N -0.29175 2.71266 -2.98161
C 0.27926 1.56489 -2.25886
P 0.21072 1.75243 -0.41148
C -1.58710 2.21509 -0.33194
C 0.89864 3.46847 -0.34170
H -2.08838 3.67102 -3.37645
H -2.22499 1.94945 -2.90741
H -2.93375 3.51850 -1.19752
H -1.29617 4.82415 0.02764
H -1.54948 5.34774 -1.66498
H 1.48725 3.79433 -2.86893
H 0.05997 4.73707 -3.34297
H 1.31861 1.43342 -2.56372
H -0.25613 0.65314 -2.53567
H -1.82320 2.54938 0.67624
H -2.17119 1.32144 -0.55163
H 1.96808 3.42395 -0.55841
H 0.78423 3.85911 0.67177
C -4.30584 -5.75860 -2.14474
C -3.36438 -4.69631 -1.65107
C -2.02361 -4.70881 -1.99989
C -1.13511 -3.73582 -1.55840
C 0.29872 -3.86917 -2.00575
C -1.61736 -2.69107 -0.74285
C -2.98394 -2.65437 -0.38767
C -3.60432 -1.59256 0.48467
C -3.82042 -3.66325 -0.84501
C -0.69570 -1.63676 -0.23971
O -1.14528 -0.53570 0.20947
O 0.55862 -1.79915 -0.22437
H -3.76666 -6.65788 -2.44022
H -4.86203 -5.40130 -3.01447
H -5.03217 -6.02679 -1.37766
H -1.64677 -5.50935 -2.62675
H 0.39397 -4.72400 -2.67445
H 0.96969 -4.00094 -1.16109
H 0.63525 -2.97911 -2.53836
H -3.05035 -1.46445 1.41251
H -4.63070 -1.86788 0.72543
H -3.60877 -0.61888 -0.00540
H -4.86390 -3.64551 -0.54967
*
```

Results
Energy relative to the best compared isomer or geometry (same formula, charge and spin) (kJ/mol): 72.1
E_LUMO (spin up / spin down) (eV): -0.86 / -0.86
M (g/mol): 759.86
Calculated total energy (eV): -140494.4854

No. 3
Molecular formula: C39H32I2InN12O3S
Method: DFT, ωB97M-V with the def2-TZVPD basis set

Geometry as ORCA input:
```
! wB97M-V def2-TZVPD RIJCOSX def2/J DEFGRID3
* xyz 0 2
In -0.16680 -0.74836 -0.15143
I 0.20191 2.02500 -7.39592
C 0.59901 1.13621 -5.55052
C 1.16148 -0.12714 -5.49381
C 1.41066 -0.70701 -4.26159
I 2.32468 -2.58349 -4.24485
C 1.11172 -0.07919 -3.03127
O 1.34494 -0.62600 -1.87858
C 0.55970 1.22748 -3.14312
C 0.25237 1.97030 -1.87731
N -0.86631 1.34815 -1.14711
C -2.13965 1.47298 -1.84574
C -3.14612 0.41701 -1.46007
C -4.29618 0.25051 -2.22590
C -5.19019 -0.74231 -1.87867
C -4.90612 -1.54691 -0.78267
C -3.74017 -1.30935 -0.08110
N -2.88126 -0.33796 -0.40189
C 0.30983 1.80936 -4.37265
H 1.41005 -0.65909 -6.40169
H 1.12132 1.93049 -1.22109
H 0.04216 3.02286 -2.10234
H -0.94290 1.73772 -0.20716
H -2.58266 2.46318 -1.66992
H -1.95627 1.39334 -2.91828
H -4.46618 0.88048 -3.08997
H -6.08814 -0.90035 -2.46208
H -5.56807 -2.34738 -0.48284
H -3.45698 -1.92634 0.76436
H -0.10944 2.80856 -4.40845
O -0.76263 0.98868 1.60094
N -1.84980 0.72673 2.29359
C -2.68216 1.75370 2.57636
C -3.83208 1.57683 3.29504
C -4.14498 0.29134 3.74120
C -3.29606 -0.74348 3.44210
C -2.11423 -0.54926 2.70265
S -1.05406 -1.82412 2.28496
H -2.34298 2.70344 2.19226
H -4.46564 2.42678 3.50029
H -5.04564 0.11030 4.31222
H -3.50640 -1.75317 3.76438
C 3.34004 0.07585 4.27169
N 2.75690 0.34247 2.97183
C 2.08523 -0.48181 2.16966
N 1.79963 0.13507 1.03740
C 2.33545 1.37154 1.21707
N 2.93141 1.54039 2.37037
C 4.82879 -0.16790 4.19686
C 5.69120 0.44036 5.09700
C 7.05881 0.20022 5.03478
C 7.57701 -0.63967 4.06624
C 6.71405 -1.24710 3.15717
C 5.34658 -1.01476 3.22740
C 7.24907 -2.11318 2.10955
N 8.47334 -2.37816 1.81479
N 8.43700 -3.22619 0.71359
C 7.19420 -3.39861 0.42824
O 6.37500 -2.72803 1.27649
C 6.58045 -4.16980 -0.65011
C 7.35070 -4.61727 -1.71614
C 6.73729 -5.30998 -2.74788
C 5.37210 -5.55064 -2.71692
C 4.60122 -5.11614 -1.64350
C 3.12082 -5.42570 -1.62162
N 2.39280 -4.70903 -0.59589
C 2.14909 -3.39621 -0.48011
N 1.52052 -3.15762 0.65485
C 1.40361 -4.39321 1.20806
N 1.92631 -5.36260 0.49313
C 5.21304 -4.42798 -0.61023
H 2.81885 -0.79096 4.68072
H 3.12681 0.93134 4.91024
H 1.80911 -1.49070 2.42066
H 2.28839 2.15890 0.48500
H 5.29508 1.11493 5.84665
H 7.72211 0.68234 5.74034
H 8.63956 -0.82786 3.99475
H 4.68815 -1.48458 2.50684
H 8.41111 -4.40595 -1.73345
H 7.32457 -5.65242 -3.58938
H 4.90059 -6.07903 -3.53795
H 2.95794 -6.48199 -1.41096
H 2.67659 -5.20371 -2.59293
H 2.40640 -2.65897 -1.22718
H 0.91824 -4.57620 2.15319
H 4.63321 -4.08114 0.23390
N -1.23528 -2.96795 -3.26949
C -1.44104 -1.92719 -2.79402
H -0.93974 -3.82837 -3.67826
*
```

Results
Energy relative to the best compared isomer or geometry (same formula, charge and spin) (kJ/mol): 62.1
E_LUMO (spin up / spin down) (eV): 0.07 / -0.12
M (g/mol): 1117.46
Calculated total energy (eV): -97194.9564

No. 4
Molecular formula: C30H24ClNP2PtS2
Method: DFT, ωB97M-V with the def2-TZVPD basis set

Geometry as ORCA input:
```
! wB97M-V def2-TZVPD RIJCOSX def2/J DEFGRID3
* xyz 2 1
Pt -1.20763 1.51691 -1.60385
S 0.74095 2.88850 -1.35006
P 1.14108 1.42460 0.02309
C -0.49714 0.68603 -0.13330
P -1.76865 -0.46807 0.42527
S -3.10169 0.23954 -0.98215
C -1.18851 -2.12602 0.13502
C -1.11443 -2.57807 -1.18537
C -0.55090 -3.81284 -1.45601
C -0.06349 -4.59514 -0.41640
C -0.12917 -4.14486 0.89718
C -0.68398 -2.90798 1.17933
C -2.18781 -0.19864 2.12428
C -1.92128 1.03945 2.71341
C -2.32469 1.27391 4.01543
C -3.00925 0.28820 4.71613
C -3.29955 -0.93262 4.12019
C -2.89172 -1.18446 2.82140
C 2.33702 0.22204 -0.52456
C 3.32662 0.63280 -1.41740
C 4.28789 -0.27561 -1.83057
C 4.25144 -1.58423 -1.36814
C 3.25614 -1.99570 -0.48972
C 2.29564 -1.09532 -0.06344
C 1.41607 1.99066 1.68121
C 1.96597 1.12168 2.62845
C 2.09608 1.54594 3.93839
C 1.68723 2.82617 4.29768
C 1.15189 3.69227 3.35277
C 1.00550 3.27659 2.03978
H -1.51631 -1.97594 -1.99087
H -0.50242 -4.17241 -2.47457
H 0.36509 -5.56543 -0.63004
H 0.24597 -4.76124 1.70284
H -0.71556 -2.55629 2.20195
H -1.41092 1.82175 2.16412
H -2.11647 2.22773 4.48047
H -3.33122 0.47715 5.73147
H -3.84714 -1.68834 4.66607
H -3.13896 -2.12979 2.35482
H 3.34874 1.65094 -1.78508
H 5.06411 0.03856 -2.51453
H 5.00313 -2.28947 -1.69658
H 3.23011 -3.01785 -0.13713
H 1.51896 -1.42748 0.61637
H 2.31452 0.13688 2.34451
H 2.53165 0.88762 4.67732
H 1.79894 3.15468 5.32256
H 0.85659 4.69308 3.63663
H 0.59110 3.94640 1.29641
Cl 1.09172 1.94799 -6.68989
C -0.32995 1.57074 -5.80787
C -1.39029 0.90408 -6.40167
C -2.51678 0.64930 -5.63733
C -2.53397 1.02837 -4.31201
N -1.49630 1.65785 -3.73173
C -0.41505 1.93720 -4.47831
H -1.33036 0.59902 -7.43771
H -3.38046 0.16106 -6.06502
H -3.39875 0.84920 -3.68924
H 0.39066 2.47888 -4.00402
*
```

Results
Energy relative to the best compared isomer or geometry (same formula, charge and spin) (kJ/mol): 31.6
E_LUMO (eV): -8.36
M (g/mol): 755.14
Calculated total energy (eV): -88993.4566

Please write out number 4 again, unchanged.
Molecular formula: C30H24ClNP2PtS2
Method: DFT, ωB97M-V with the def2-TZVPD basis set

Geometry as ORCA input:
```
! wB97M-V def2-TZVPD RIJCOSX def2/J DEFGRID3
* xyz 2 1
Pt -1.20763 1.51691 -1.60385
S 0.74095 2.88850 -1.35006
P 1.14108 1.42460 0.02309
C -0.49714 0.68603 -0.13330
P -1.76865 -0.46807 0.42527
S -3.10169 0.23954 -0.98215
C -1.18851 -2.12602 0.13502
C -1.11443 -2.57807 -1.18537
C -0.55090 -3.81284 -1.45601
C -0.06349 -4.59514 -0.41640
C -0.12917 -4.14486 0.89718
C -0.68398 -2.90798 1.17933
C -2.18781 -0.19864 2.12428
C -1.92128 1.03945 2.71341
C -2.32469 1.27391 4.01543
C -3.00925 0.28820 4.71613
C -3.29955 -0.93262 4.12019
C -2.89172 -1.18446 2.82140
C 2.33702 0.22204 -0.52456
C 3.32662 0.63280 -1.41740
C 4.28789 -0.27561 -1.83057
C 4.25144 -1.58423 -1.36814
C 3.25614 -1.99570 -0.48972
C 2.29564 -1.09532 -0.06344
C 1.41607 1.99066 1.68121
C 1.96597 1.12168 2.62845
C 2.09608 1.54594 3.93839
C 1.68723 2.82617 4.29768
C 1.15189 3.69227 3.35277
C 1.00550 3.27659 2.03978
H -1.51631 -1.97594 -1.99087
H -0.50242 -4.17241 -2.47457
H 0.36509 -5.56543 -0.63004
H 0.24597 -4.76124 1.70284
H -0.71556 -2.55629 2.20195
H -1.41092 1.82175 2.16412
H -2.11647 2.22773 4.48047
H -3.33122 0.47715 5.73147
H -3.84714 -1.68834 4.66607
H -3.13896 -2.12979 2.35482
H 3.34874 1.65094 -1.78508
H 5.06411 0.03856 -2.51453
H 5.00313 -2.28947 -1.69658
H 3.23011 -3.01785 -0.13713
H 1.51896 -1.42748 0.61637
H 2.31452 0.13688 2.34451
H 2.53165 0.88762 4.67732
H 1.79894 3.15468 5.32256
H 0.85659 4.69308 3.63663
H 0.59110 3.94640 1.29641
Cl 1.09172 1.94799 -6.68989
C -0.32995 1.57074 -5.80787
C -1.39029 0.90408 -6.40167
C -2.51678 0.64930 -5.63733
C -2.53397 1.02837 -4.31201
N -1.49630 1.65785 -3.73173
C -0.41505 1.93720 -4.47831
H -1.33036 0.59902 -7.43771
H -3.38046 0.16106 -6.06502
H -3.39875 0.84920 -3.68924
H 0.39066 2.47888 -4.00402
*
```

Results
Energy relative to the best compared isomer or geometry (same formula, charge and spin) (kJ/mol): 31.6
E_LUMO (eV): -8.36
M (g/mol): 755.14
Calculated total energy (eV): -88993.4566

Question: Which formula does entry 1 have?
Answer: C20H29InOSi